17
Properties=species:S:1:pos:R:3:nbo_charge:R:1 method="wB97M-V/def2-TZVPD" e_above_lowest_kcal_mol=31.6 energy_ev=-74212.500 charge=0 orbital_gap_ev=9.61 multiplicity=1 smiles=CC[C@@](O)(C#N)[Se]C homo_energy_ev=-8.9
H -3.59001 -1.43936 0.68587 0.2205
H 1.19090 1.00185 1.54019 0.2297
Se -1.86061 0.39734 0.84620 0.2823
H -3.14698 -1.04213 -0.91450 0.2147
H 2.83518 0.15333 0.33514 0.2186
H -2.16181 -1.96672 -0.10524 0.2117
N 0.64008 -2.16950 0.52927 -0.3013
H 2.99971 2.00233 -0.01470 0.2357
C -2.80780 -1.22597 0.05559 -0.6976
C -0.08446 0.22042 -0.03479 0.0106
O -0.30817 0.30251 -1.52969 -0.6804
C 2.36844 1.09249 -0.01708 -0.6224
H 2.18394 0.98799 -1.06442 0.2136
H 0.46284 2.12897 0.43891 0.2201
C 0.32017 -1.06663 0.40084 0.1994
H 0.00328 -0.57016 -1.70060 0.4735
C 0.95531 1.19322 0.54901 -0.4286

***

16
Properties=species:S:1:pos:R:3:nbo_charge:R:1 method="wB97M-V/def2-TZVPD" e_above_lowest_kcal_mol=32.0 energy_ev=-17654.808 charge=0 orbital_gap_ev=8.99 multiplicity=1 smiles="CC[C@H]1CN1C=S" homo_energy_ev=-8.5
H -1.43655 -0.65821 -1.60276 0.2010
C -0.26926 0.23378 0.70805 -0.0379
H -0.55738 -1.87540 -0.11463 0.2044
H -0.43165 2.02579 -0.38981 0.2246
N 0.97040 -0.43948 0.39294 -0.4153
C 2.16385 -0.35282 0.99333 -0.0695
C -0.13589 -1.29446 0.69134 -0.2317
H 2.72915 -1.30860 0.98497 0.1931
H -0.34174 0.69079 1.68965 0.2131
C -0.98579 0.32926 -1.67636 -0.6122
H -1.57908 0.92739 -2.38615 0.2155
S 2.86552 0.99804 1.55520 -0.0997
H -0.10993 -1.81267 1.64251 0.2023
H -1.97220 1.25252 -0.04729 0.2087
H 0.02209 0.22398 -2.09734 0.2165
C -0.93157 1.06010 -0.34364 -0.4129

***

16
Properties=species:S:1:pos:R:3:nbo_charge:R:1 method="wB97M-V/def2-TZVPD" e_above_lowest_kcal_mol=137.1 energy_ev=-17650.249 charge=0 orbital_gap_ev=9.04 multiplicity=1 smiles=S[C@]12CCN[C@@H]1C2 homo_energy_ev=-8.2
H 0.65591 2.51758 0.85985 0.2381
C -0.12810 0.87616 -0.40649 -0.0581
H 0.18111 -1.64374 1.60517 0.2254
N -0.45835 -0.22282 -1.35806 -0.6408
H -0.85146 -2.07045 -0.31853 0.2097
H 1.77203 2.00044 -0.68684 0.2495
H 1.33341 -0.95458 -1.29962 0.1660
H -2.24221 -0.73732 0.14474 0.2034
H -0.76105 -0.26090 2.11747 0.2248
H -1.09129 1.05914 0.10734 0.1824
S 2.22291 -0.74949 -0.30879 -0.0128
C -1.11146 -0.95361 -0.18435 -0.3032
C 0.93671 0.10599 0.49764 -0.2999
C 0.91175 1.73691 0.05947 -0.3565
H -1.29792 -0.07224 -2.03246 0.3872
C -0.07199 -0.63105 1.20348 -0.4152

***

16
Properties=species:S:1:pos:R:3:lowdin_spin:R:1 method="wB97M-V/def2-TZVPD" e_above_lowest_kcal_mol=74.6 energy_ev=-17649.105 charge=0 orbital_gap_ev="5.01 / 7.29" multiplicity=3 homo_energy_ev="-4.2 / -8.2" s_squared=2.01
C -0.43450 -1.15307 0.79257 0.6198
S 1.96500 -0.70938 -0.30039 0.1494
H 0.01015 -1.30164 -1.22692 0.0102
C -1.23041 -0.09346 0.49406 0.6641
N 1.87881 1.82763 0.41460 0.0388
H -0.23491 -1.55661 1.73436 0.0358
H -1.86096 -0.60755 -1.28058 0.0158
H -2.56276 0.98514 -0.71785 -0.0002
C 1.19657 0.73811 0.20285 0.1987
H 0.78165 -2.66906 -0.09086 0.0090
H 1.49022 2.71297 0.74847 0.0048
H 2.80159 1.81628 0.07788 0.0116
H -0.81222 0.87878 -1.13044 0.0343
H -1.69283 0.43530 1.34807 0.0270
C 0.44225 -1.68244 -0.24192 0.0938
C -1.73762 0.37899 -0.82391 0.0871

***

17
Properties=species:S:1:pos:R:3:nbo_charge:R:1 method="wB97M-V/def2-TZVPD" e_above_lowest_kcal_mol=67.8 energy_ev=-28488.697 charge=0 orbital_gap_ev=9.48 multiplicity=1 smiles=N[C@@]12CSC[C@@H]1SC2 homo_energy_ev=-8.7
H 0.53640 1.69171 -1.22364 0.2476
H 1.24552 1.51143 0.59221 0.2186
C 1.32608 -1.21888 0.82090 -0.5443
H 1.51101 -2.36698 0.84612 0.2521
H -1.84691 0.12954 -1.42495 0.2146
C -0.36708 0.42368 0.01136 0.0781
H -2.25019 1.03481 0.37884 0.3549
H -0.03638 -0.38290 -2.02014 0.2357
H -1.28938 2.17040 -0.30862 0.3431
S -0.93117 -1.93419 -0.40855 0.1469
S 2.16836 -0.29863 -0.55149 0.2834
H -0.57841 -0.98122 1.76215 0.2319
H 1.93008 -0.95826 1.78276 0.2170
C 0.97790 0.87795 -0.38990 -0.6297
N -1.36815 1.43309 0.51587 -0.7861
C -0.86867 -0.31339 -1.23735 -0.5468
C -0.15902 -0.81815 0.85444 -0.3172

***

17
Properties=species:S:1:pos:R:3:nbo_charge:R:1 method="wB97M-V/def2-TZVPD" e_above_lowest_kcal_mol=8.8 energy_ev=-28491.256 charge=0 orbital_gap_ev=9.07 multiplicity=1 smiles="S=C(S)N1CCCC1" homo_energy_ev=-8.4
C -1.61711 0.77415 -0.09395 -0.4013
C 1.90162 -0.22622 -0.05357 -0.0064
H -2.34132 1.33736 0.54645 0.2278
C -0.10315 1.10262 0.18385 -0.2295
H -0.35196 -1.68361 -1.32745 0.2029
N 0.56995 -0.14138 -0.20726 -0.4376
C -1.61538 -0.74021 0.21707 -0.4112
H 0.04246 -2.07660 0.33075 0.2226
H -1.84052 0.90309 -1.19891 0.2087
H 0.17257 1.89624 -0.47607 0.2171
H 3.88153 1.00090 0.01710 0.1501
C -0.31016 -1.31088 -0.30071 -0.2103
H -1.62020 -0.86480 1.26649 0.2018
H -2.44365 -1.31893 -0.14784 0.2183
S 2.66021 1.48708 -0.06288 -0.0419
S 2.87354 -1.51226 0.08287 -0.1201
H 0.14160 1.37346 1.22406 0.2091

***

17
Properties=species:S:1:pos:R:3:nbo_charge:R:1 method="wB97M-V/def2-TZVPD" e_above_lowest_kcal_mol=96.6 energy_ev=-28487.447 charge=0 orbital_gap_ev=8.33 multiplicity=1 smiles="S=C[C@]1(CS)CCN1" homo_energy_ev=-8.7
H 0.12077 -2.26890 -0.62803 0.2324
C 0.57218 -1.46786 0.05461 -0.5460
H 1.14488 2.43246 -0.66404 0.2184
S 2.15815 -0.72247 -0.49907 -0.0743
H 0.65999 -1.93313 1.13170 0.2295
H -0.88245 2.74837 -0.30916 0.1892
H 1.18192 0.84360 1.16934 0.2246
N -0.38736 0.66317 -1.17604 -0.6323
C -1.83035 -0.77907 0.33915 -0.2437
C 0.08770 1.90509 -0.41950 -0.2241
C -0.03828 1.01388 0.91741 -0.4429
H 2.95675 -1.91586 -0.62294 0.1609
H -1.64952 -1.44702 1.31200 0.2001
H -0.67503 1.31865 1.80858 0.2356
S -3.23135 -0.59677 -0.55135 0.0766
H 0.27767 0.34306 -1.86985 0.3827
C -0.46567 -0.13718 0.00717 0.0130

***

16
Properties=species:S:1:pos:R:3:nbo_charge:R:1 method="wB97M-V/def2-TZVPD" e_above_lowest_kcal_mol=21.9 energy_ev=-14696.962 charge=0 orbital_gap_ev=9.34 multiplicity=1 smiles="N[SiH2]C1C=CC=C1" homo_energy_ev=-8.5
C 1.51554 -0.42952 -0.48446 -0.1880
H -2.66439 -0.66424 0.13720 0.4050
C 0.14733 1.51916 -0.15147 -0.1825
H 1.30189 -0.12932 -2.59017 0.1969
H 2.07306 -1.23166 -0.24133 0.2047
H -1.22874 0.37519 2.40286 -0.2061
C 0.29458 1.31215 -1.42832 -0.2450
H -0.28462 -1.93669 2.19356 -0.1972
H -0.33797 2.38765 0.21783 0.2117
C 1.10964 0.11406 -1.65508 -0.2195
C 0.87522 0.20103 0.63808 -0.6949
Si -0.57884 -0.76854 1.40897 1.3354
N -1.77930 -1.17903 0.22725 -1.2868
H -0.11151 2.08219 -2.20031 0.2217
H -1.97107 -2.14735 0.18719 0.3846
H 1.63919 0.49492 1.33823 0.2599

***

15
Properties=species:S:1:pos:R:3:nbo_charge:R:1 method="wB97M-V/def2-TZVPD" e_above_lowest_kcal_mol=32.9 energy_ev=-7375.760 charge=-1 orbital_gap_ev=6.47 multiplicity=1 homo_energy_ev=-2.4
H 2.71631 -2.34945 -0.38115 0.0893
C 0.59127 1.69145 -0.62846 -0.3913
H -3.04482 0.91771 2.11004 0.1768
H -1.28569 2.44202 1.27455 0.1716
H 1.04978 -2.95939 -0.31712 0.0886
H -0.35132 -0.17971 -0.24737 0.2924
O 1.21254 -0.92453 -0.77666 -1.0020
C -0.38888 0.92180 -0.06211 -0.2706
H 1.39531 1.19523 -1.26515 0.2611
C 1.70916 -2.22970 -0.84452 -0.2017
C -1.42081 1.38095 0.85392 -0.1843
H 0.66532 2.76094 -0.33931 0.1470
C -2.30870 0.50061 1.44771 -0.4544
H 1.83826 -2.63453 -1.90847 0.0778
H -2.37774 -0.53339 1.08410 0.1998

***

15
Properties=species:S:1:pos:R:3:nbo_charge:R:1 method="wB97M-V/def2-TZVPD" e_above_lowest_kcal_mol=88.0 energy_ev=-7366.023 charge=+1 orbital_gap_ev="7.61 / 7.32" multiplicity=1 homo_energy_ev="-13.2 / -13.2"
C -1.50195 -0.39453 1.19488 0.0523
H 1.74580 1.78618 -2.79628 0.2890
C 1.36261 0.21474 -1.39720 0.4085
H 2.04345 0.19220 -3.37668 0.2772
H 0.70979 -0.08311 1.26976 0.1865
H 0.42350 0.76351 -3.16505 0.2592
O 0.22646 0.17501 -0.76997 -0.3424
H -2.20405 -0.39627 0.44743 0.2041
H -2.48469 -0.04883 2.88206 0.2758
H -0.63347 -0.47130 3.29029 0.2610
C 0.04400 -0.10427 0.50106 0.0792
C -1.56904 -0.68218 2.64007 -0.7229
H 2.20879 0.04859 -0.64831 0.2092
C 1.33452 0.79821 -2.72949 -0.7171
H -1.70571 -1.79794 2.65743 0.2804

***

17
Properties=species:S:1:pos:R:3:lowdin_spin:R:1 method="wB97M-V/def2-TZVPD" e_above_lowest_kcal_mol=64.0 energy_ev=-11469.109 charge=0 orbital_gap_ev="8.65 / 9.69" multiplicity=2 homo_energy_ev="-8.4 / -9.8" s_squared=0.75
H -0.75283 -1.79180 -0.32096 0.0000
C -0.55608 0.30677 -0.66435 0.0449
O -2.62943 -0.89470 -0.24256 0.0009
H -1.43999 -1.20659 -1.85421 0.0019
O 4.30602 2.01224 -0.64262 0.0482
C -2.67279 -0.97661 1.16487 0.0005
C -1.33710 -0.97463 -0.78363 0.0062
C 2.64893 0.55746 0.18242 0.6826
H 2.75656 -0.35821 -0.40712 0.0320
C 3.12003 1.78566 -0.42159 0.0890
H 2.34299 2.51707 -0.72947 0.0099
H -2.05965 -1.82021 1.52677 0.0000
H 2.78937 0.44641 1.25997 0.0308
H -3.71734 -1.14018 1.45298 0.0000
H -0.78946 1.11926 -1.38216 0.0009
H -2.30682 -0.05104 1.63876 0.0003
O 0.29758 0.46909 0.22291 0.0519

***

18
Properties=species:S:1:pos:R:3:lowdin_spin:R:1 method="wB97M-V/def2-TZVPD" e_above_lowest_kcal_mol=44.0 energy_ev=-13517.036 charge=0 orbital_gap_ev="7.63 / 9.94" multiplicity=2 homo_energy_ev="-7.4 / -9.8" s_squared=0.75
H 3.57167 -0.43156 -0.31923 0.0108
O -0.39084 1.53720 0.31568 0.0002
C 1.89697 -1.39489 -0.06869 0.5201
H -0.28380 0.45675 -2.08133 0.0005
C 2.54704 0.01961 -0.31032 0.1228
H 2.30209 0.45096 -1.27120 0.0053
O -2.73226 0.12842 1.64282 0.0005
H -2.56965 1.12485 1.72455 0.0000
H 1.58982 1.38196 0.75461 0.0015
C -1.11895 0.67307 -0.10893 0.0001
H -1.01981 -0.96110 -1.52967 0.0013
C -1.65212 -0.41211 1.03151 0.0014
H -2.03708 0.40202 -1.91720 0.0000
C -1.10453 0.11524 -1.45024 0.0015
O 1.26456 -1.95501 0.70220 0.2750
H -0.84917 -0.74716 1.69254 0.0014
H -1.83242 -1.31946 0.47238 0.0001
O 2.41848 0.93122 0.72051 0.0575

***

The highest charge belongs to which entry?
number 10

***

Which of these has the highest charge?
number 10